# 1
This record from OMol25 describes a molecular structure, C24H25I2N5O4SYb at a distorted geometry. The level of theory is ωB97M-V/def2-TZVPD.

```
62
Properties=species:S:1:pos:R:3:forces:R:3:mulliken_charge:R:1
Yb 0.282028 0.483557 0.338770 -0.6 0.5 -1.1 0.243
O 1.790634 -3.062559 -0.953488 -0.2 -0.2 -0.1 -0.661
C 1.309041 -1.950485 -1.072788 0.1 0.2 -0.4 -0.040
N 0.077491 -1.507251 -0.724185 0.2 -0.2 0.5 0.037
C -0.757050 -2.508523 -0.074045 0.0 -0.2 0.0 -1.046
C -1.634190 -1.948788 1.022261 -0.1 -0.1 0.1 0.799
C -2.535407 -2.785395 1.686091 0.1 0.2 -0.1 -1.069
C -3.317801 -2.276234 2.699947 0.1 0.1 0.0 -0.308
C -3.200325 -0.931029 3.043771 0.2 0.0 -0.2 -0.930
C -2.290002 -0.163343 2.349599 -0.2 0.0 0.1 -0.082
N -1.526467 -0.656277 1.362188 0.2 -0.1 -0.1 0.212
C 2.176901 -0.864685 -1.702245 0.2 -0.2 0.0 0.711
C 3.068876 -1.188279 -2.713984 0.0 0.1 0.2 -0.800
C 3.861343 -0.185730 -3.244443 -0.1 0.0 0.1 -0.252
C 3.750383 1.105830 -2.750750 -0.2 0.1 0.2 -0.991
C 2.842363 1.351221 -1.734878 0.2 0.0 0.0 -0.070
N 2.079511 0.381327 -1.214588 -0.5 -0.1 -0.2 0.084
H -0.133547 -3.312475 0.349119 -0.1 0.2 -0.1 0.433
H -1.421375 -3.001148 -0.800695 0.1 0.1 0.1 0.435
H -2.602418 -3.824402 1.398520 0.0 -0.1 0.0 0.513
H -4.012248 -2.915282 3.223363 -0.1 0.0 0.0 0.435
H -3.792566 -0.491505 3.828849 -0.1 0.0 0.1 0.459
H -2.157243 0.893550 2.578616 0.0 -0.2 0.0 0.486
H 3.139510 -2.211008 -3.045792 0.0 -0.1 0.0 0.513
H 4.562945 -0.405274 -4.033027 0.1 0.0 -0.1 0.453
H 4.357410 1.910988 -3.134765 0.0 0.0 0.0 0.420
H 2.708117 2.340898 -1.308716 0.1 -0.1 -0.1 0.496
I -1.818902 0.330894 -2.065376 -0.1 0.0 0.0 0.262
C -3.134451 1.975828 -2.257267 -0.3 0.2 -0.3 -0.875
I -3.828822 2.866913 -0.458504 0.0 -0.2 0.0 0.037
H -4.029172 1.615053 -2.755400 0.1 0.0 0.0 0.468
H -2.657229 2.750839 -2.849128 0.0 -0.1 0.1 0.370
S 0.030916 3.147396 -0.591943 0.0 -0.1 0.2 -0.490
C -0.656436 4.066397 0.690826 0.1 0.2 0.0 0.296
N -1.265636 5.206417 0.387268 0.3 0.0 -0.2 -0.046
C -1.856917 6.109936 1.362366 -0.1 0.0 0.0 -0.595
C -1.152397 5.934381 2.695079 0.0 0.0 0.1 -0.700
C -1.164565 4.459479 3.067152 -0.1 0.0 0.1 -0.641
N -0.601596 3.691035 1.965389 -0.1 -0.2 -0.3 0.360
H -1.267217 5.451650 -0.589214 -0.1 0.0 0.0 0.269
H -2.924514 5.883367 1.447440 0.0 0.1 0.1 0.243
H -1.754659 7.121444 0.973299 0.0 0.0 0.1 0.413
H -1.641414 6.532611 3.460846 0.0 0.0 0.0 0.368
H -0.119681 6.278082 2.613055 0.0 0.0 0.0 0.327
H -2.187744 4.117629 3.271100 0.1 0.1 0.0 0.277
H -0.559179 4.253838 3.952593 -0.1 0.1 -0.1 0.432
H -0.070617 2.852876 2.155928 0.0 0.1 0.2 0.220
O 2.428893 2.723282 4.168643 -0.3 0.0 -0.3 -0.658
C 3.010864 1.522459 4.342468 0.2 -0.1 0.2 0.639
C 3.955498 1.420824 5.366582 -0.1 -0.2 -0.2 -0.802
C 4.603541 0.225993 5.583126 0.0 0.0 0.1 -0.293
C 4.339119 -0.900188 4.802119 -0.1 0.1 -0.1 -0.821
C 3.409375 -0.806517 3.796576 0.0 0.0 -0.1 -0.581
C 2.725197 0.397840 3.549958 0.1 0.0 0.2 -0.140
C 1.735739 0.413652 2.484547 0.1 0.2 0.4 1.686
O 1.010066 1.464239 2.238614 0.3 0.1 0.4 -1.083
O 1.547034 -0.584166 1.744348 0.3 -0.5 0.1 -0.549
H 1.833855 2.638926 3.400121 0.1 0.1 0.2 0.331
H 4.164299 2.289462 5.966728 0.0 0.2 0.1 0.466
H 5.333886 0.163636 6.376529 0.1 0.0 0.1 0.393
H 4.857417 -1.827721 4.987581 0.0 -0.1 0.0 0.438
H 3.178608 -1.655623 3.168851 0.0 0.0 0.0 0.499
```
Positions in Å, forces in eV/Å.

Results
energy = -3656.61720 Ha
net charge = +1
spin multiplicity = 2
energy above the lowest of the compared OMol25 structures with the same formula, charge and spin = 3.2 kcal per mole
HOMO level (alpha / beta) = -11.07 / -11.07 eV

---

# 2
This record from OMol25 describes a gas-phase ion, C8H18N3O (charge +1) at a distorted geometry. The level of theory is ωB97M-V/def2-TZVPD.

```
30
Properties=species:S:1:pos:R:3:forces:R:3:mulliken_charge:R:1
C 3.003711 -0.893681 -0.302316 -0.6 0.7 1.0 -0.164
C 2.429283 -2.006065 0.201336 1.2 2.0 -1.0 -0.780
C 0.565732 -0.439661 0.427167 2.7 3.1 1.7 -0.273
C -1.043280 2.432607 0.524644 1.5 -1.5 -2.1 -1.120
C -2.097507 -1.831088 -0.523047 -0.1 -0.8 -1.3 -1.209
C -0.274343 1.583221 -0.661201 -0.9 1.2 2.0 -0.767
C -1.873047 -0.357152 -0.247473 0.1 -0.6 0.9 -0.895
C -0.434504 0.089686 -0.520505 -1.5 -0.2 -1.9 0.506
N 2.237125 0.240803 -0.432826 -2.2 -1.4 1.3 0.116
N 2.715141 1.442075 -0.060455 1.7 -1.3 2.0 -0.683
N 0.978582 -1.868888 0.343031 1.2 1.9 -0.4 0.070
O 0.390678 -0.023667 1.809099 0.4 -1.3 -3.4 -0.449
H 4.043883 -0.762229 -0.550199 0.3 -0.4 0.1 0.487
H 2.963880 -2.890436 0.364847 -0.1 -1.4 0.1 0.481
H -0.653864 2.244081 1.525197 -0.1 -0.2 -0.2 0.297
H -0.834807 3.435663 0.250266 0.0 1.2 0.1 0.450
H -2.115782 2.265700 0.439242 0.1 -0.1 0.2 0.301
H -1.864545 -2.111902 -1.592373 -0.6 0.6 0.7 0.346
H -3.208419 -1.951794 -0.352837 1.5 -1.0 0.1 0.361
H -1.363835 -2.544683 -0.027275 -1.6 0.7 0.4 0.192
H 0.790177 1.701676 -0.730286 -0.2 0.8 0.5 -0.058
H -0.579377 1.944916 -1.632748 -0.8 -0.2 -0.2 0.495
H -2.103906 -0.201362 0.800639 0.2 0.1 0.4 0.423
H -2.692414 0.202276 -0.712421 0.7 0.2 -0.6 0.478
H -0.182723 -0.275323 -1.549293 0.2 -0.3 0.8 0.609
H 2.514264 2.180520 -0.663762 -0.1 1.2 -0.8 0.207
H 3.358692 1.603152 0.750703 -1.1 -0.5 -1.2 0.224
H 0.574703 -2.071326 -0.550931 -0.9 -1.5 -0.4 0.486
H 0.668189 -2.307445 1.172610 -1.2 -1.5 0.5 0.376
H 0.972479 -0.608379 2.303330 0.3 0.3 0.7 0.494
```
Positions in Å, forces in eV/Å.

Results
energy = -554.72198 Ha
net charge = +1
energy above the lowest of the compared OMol25 structures with the same formula, charge and spin = 60.9 kcal per mole
HOMO level = -12.20 eV

---

# 3
This record from OMol25 describes 2 unconnected molecules or ions with the total composition C9H13NO2S at a distorted geometry. The level of theory is ωB97M-V/def2-TZVPD.

```
26
Properties=species:S:1:pos:R:3:forces:R:3:mulliken_charge:R:1
C -1.057157 1.651323 -0.792278 -1.2 0.1 -1.3 -0.105
C -0.967513 1.947219 0.555300 1.3 -1.3 -0.8 -0.699
C -0.062231 1.799622 -1.724444 3.1 0.1 4.1 -1.023
C 0.314291 2.121694 1.062857 -0.4 1.5 -0.4 -0.200
C 1.249885 1.941303 -1.157938 -0.7 0.0 -0.9 -0.046
C 1.414763 2.102052 0.188024 -3.4 -0.6 -0.1 -0.681
C -1.981747 -1.975939 -0.618889 -0.3 -1.6 -0.1 -1.134
C -0.957874 -2.041717 0.547028 0.0 -2.3 -1.5 -0.422
C 0.430105 -1.584047 0.331808 2.2 -1.1 -1.5 0.591
N 1.237015 -1.438274 -0.639837 0.1 0.2 2.8 -0.692
O 0.579117 -0.371632 2.594298 0.3 -0.3 0.5 -0.516
O 2.679112 -0.994369 1.392643 1.8 0.1 -1.6 -0.473
S 1.344562 -1.493559 2.022912 -1.5 0.7 -0.8 0.454
H -2.007243 1.307814 -1.163706 -0.5 0.3 -0.1 0.499
H -1.903180 1.780991 1.034980 -0.2 0.4 1.2 0.391
H -0.178914 1.860793 -2.725863 -0.7 -0.4 -3.0 0.559
H 0.467532 2.521113 2.047793 0.1 -0.6 0.6 0.383
H 2.188809 1.909801 -1.702299 -0.4 0.1 -0.6 0.352
H -1.803525 -2.679050 -1.470115 0.3 0.1 1.0 0.333
H -2.989051 -2.231611 -0.246814 0.4 0.1 0.0 0.340
H -2.095483 -1.063341 -1.148689 0.3 1.3 0.1 0.225
H -0.821816 -3.161182 0.902712 -0.3 2.0 -0.7 0.275
H -1.256138 -1.530536 1.414039 -0.9 0.8 1.1 0.442
H 1.130281 -1.474162 -1.617185 -1.3 0.0 -1.1 0.212
H 2.342429 2.121704 0.582646 3.0 0.3 1.2 0.559
H 2.703972 -1.026010 0.331019 -1.1 0.0 1.9 0.376
```
Positions in Å, forces in eV/Å.

Results
energy = -954.06723 Ha
energy above the lowest of the compared OMol25 structures with the same formula, charge and spin = 74.0 kcal per mole
HOMO level = -8.72 eV

---

# 4
This record from OMol25 describes C5H10O2 in the gas phase at a distorted geometry. The level of theory is ωB97M-V/def2-TZVPD.

```
17
Properties=species:S:1:pos:R:3:forces:R:3:mulliken_charge:R:1
C -2.372024 0.527654 0.798595 -0.2 0.1 0.0 -0.762
O -1.111639 -0.014414 0.457299 -0.1 -0.1 -0.2 -0.369
C -0.047720 0.937644 0.376932 0.1 -0.1 -0.2 -0.530
C 1.175885 0.323653 -0.354237 -1.1 -0.4 0.7 -0.239
C 2.028419 -0.828083 0.151099 -0.1 -0.1 0.0 -0.605
C 1.238083 -0.992810 -1.115949 -0.5 0.5 0.5 -0.115
O 0.083291 -1.731949 -1.284508 -0.1 -0.5 0.4 -0.600
H -2.384631 0.950272 1.815677 0.1 -0.1 -0.2 0.268
H -3.111219 -0.280244 0.755163 0.3 0.1 0.0 0.260
H -2.675924 1.312638 0.088919 0.1 -0.1 0.1 0.325
H -0.405957 1.823004 -0.178284 0.2 -0.3 -0.1 0.372
H 0.140916 1.300566 1.409789 0.4 -0.3 -0.5 0.323
H 1.520121 0.871279 -1.190106 1.1 1.8 0.4 0.389
H 3.113453 -0.723448 0.224637 -0.3 -0.2 -0.4 0.256
H 1.621161 -1.453486 0.942118 -0.2 0.5 0.1 0.230
H 1.793485 -0.847896 -2.017030 0.2 -0.3 -0.7 0.353
H -0.605700 -1.174380 -0.880115 0.0 -0.5 0.0 0.443
```
Positions in Å, forces in eV/Å.

Results
energy = -346.89994 Ha
energy above the lowest of the compared OMol25 structures with the same formula, charge and spin = 78.7 kcal per mole
HOMO level = -9.17 eV
SMILES = COC[C@H]1C[C@H]1O

---

# 5
This record from OMol25 describes a molecular structure, C45H33F4GeN4O2PdS2 at a distorted geometry. The level of theory is ωB97M-V/def2-TZVPD.

```
92
Properties=species:S:1:pos:R:3:forces:R:3:mulliken_charge:R:1
Pd -0.882696 0.521000 -0.380881 0.1 0.5 -0.3 0.765
O -3.119713 0.696807 -0.368851 0.4 -0.9 -0.9 -0.304
S -3.702678 -0.072374 -1.594882 -0.2 0.8 -0.1 -0.047
C -2.882927 0.650868 -3.046267 -0.6 0.1 -0.2 -0.045
C -3.565455 1.986728 -3.384980 0.8 0.9 0.8 -1.281
C -3.133460 3.088719 -2.295294 -0.2 -1.4 -1.3 0.604
C -1.890249 3.884164 -2.738615 -0.7 0.3 0.3 -1.185
S -0.662142 3.658967 -1.421019 -0.1 1.3 -0.8 1.296
O -0.335017 2.185872 -1.615750 0.0 -1.2 0.4 -0.919
C 0.825273 4.463845 -2.030752 -0.8 -0.7 0.1 0.384
C 1.511366 3.723999 -2.986059 -0.7 -0.5 0.0 -0.243
C 2.698300 4.243170 -3.446687 -0.6 -0.6 -0.1 -0.866
C 3.165075 5.417083 -2.929835 -1.5 0.7 1.1 -0.562
C 2.523459 6.116894 -1.910077 -0.6 -0.7 0.7 -0.707
C 1.272930 5.640110 -1.449159 1.1 0.2 -0.5 -0.441
C -3.070189 -1.701933 -1.661493 0.5 -1.7 -0.5 0.528
C -1.935509 -2.157325 -2.371531 0.3 -0.1 0.4 0.186
C -1.606631 -3.537177 -2.322179 -0.3 1.2 -0.5 -0.619
C -2.422017 -4.433567 -1.646197 -0.6 1.6 -1.0 -0.635
C -3.583880 -3.965188 -1.014665 1.9 -1.5 0.4 -0.847
C -3.893888 -2.649886 -1.010276 -0.3 2.1 0.3 -0.483
H -2.921902 -0.042609 -3.892977 -0.2 -0.1 0.3 0.688
H -1.844208 0.785469 -2.740412 0.1 0.2 -0.3 -0.102
H -4.672994 1.942955 -3.351284 0.7 -0.4 -0.2 0.341
H -3.250596 2.294009 -4.420147 -0.4 -0.2 1.0 0.405
H -2.923506 2.599029 -1.315776 -0.6 0.4 -0.8 -0.878
H -4.011888 3.724234 -2.229319 0.2 0.3 0.4 0.672
H -2.238021 4.904642 -2.765091 0.5 0.7 0.1 0.423
H -1.535487 3.660809 -3.753703 0.3 -0.3 0.5 0.576
H 1.041274 2.772848 -3.328589 0.8 0.9 0.1 0.251
H 3.250898 3.746517 -4.202395 0.4 -0.4 -0.7 0.469
H 3.920184 5.922723 -3.407013 2.3 0.7 -0.8 0.463
H 3.082084 6.914011 -1.406368 -0.7 0.1 -0.4 0.389
H 0.682251 6.164821 -0.706911 0.2 -0.1 0.1 0.404
H -1.248923 -1.489732 -2.947773 -0.8 -0.5 0.6 0.254
H -0.725211 -3.828366 -2.884475 -0.2 -0.3 0.1 0.433
H -2.324046 -5.480357 -1.779250 0.6 -0.8 0.3 0.545
H -3.989411 -4.736362 -0.400375 -1.4 0.0 0.2 0.440
H -4.759033 -2.237726 -0.482651 0.1 -0.4 -0.1 0.446
F 0.597968 -3.813626 -0.598321 0.9 -0.6 0.5 -0.142
C 1.376659 -4.460606 0.312776 -3.5 3.1 3.0 0.057
C 2.303324 -5.308507 -0.062095 3.3 -1.8 -1.0 0.587
F 2.479550 -5.500265 -1.350653 -0.2 0.0 -0.9 -0.332
C 3.213973 -5.980511 0.828576 -5.8 3.0 3.1 0.238
C 2.738837 -5.823793 2.175017 2.6 -1.7 -1.3 0.574
C 1.708298 -5.053364 2.641840 -0.9 3.0 -0.1 -0.817
F 1.591047 -4.841199 3.950696 -0.2 -0.5 -0.5 -0.290
C 1.038935 -4.170707 1.735829 1.7 -2.9 -2.6 1.379
C 0.006455 -3.297930 2.049350 -3.4 3.7 -0.4 0.744
C -0.674904 -2.229193 1.149575 1.8 0.3 -0.4 0.161
N -0.970385 -1.253539 0.562490 0.7 -3.5 1.9 -0.539
C -0.659145 -3.135478 3.298299 2.5 -1.1 -3.2 -0.455
N -1.319483 -2.999990 4.199696 -2.1 0.6 3.1 -0.476
F 3.479087 -6.491556 3.041636 -0.2 0.1 1.0 -0.306
C 4.181552 -6.870556 0.519771 3.6 -2.9 -3.1 0.600
C 4.690684 -7.971186 1.315876 -1.1 2.4 -1.7 -0.108
N 5.074579 -8.959577 1.734453 0.6 -1.3 0.9 -0.312
C 4.661492 -6.843992 -0.883625 0.4 -0.5 0.4 0.030
N 5.074181 -6.862944 -1.974410 -0.6 0.1 1.6 -0.426
C -2.728767 0.343056 2.716580 1.0 -1.4 1.2 -0.907
Ge -1.168240 1.251312 2.004934 -0.7 -0.7 -0.2 0.964
C -1.315268 3.069128 1.749026 0.2 2.5 0.0 0.329
C -2.491098 3.638413 1.233658 1.1 -1.3 0.7 -0.737
C -2.633477 4.985043 1.135926 -3.8 -0.5 -1.4 -0.404
C -1.649979 5.808205 1.464597 2.0 2.7 0.2 -0.358
C -0.452487 5.316087 1.954242 2.0 0.7 0.2 -0.764
C -0.260767 3.966385 2.132053 -2.3 -1.0 -0.8 -0.293
C 0.521864 0.567791 2.531754 1.8 -0.5 -0.2 0.654
C 0.603986 0.179732 3.826978 -0.6 0.0 0.0 -0.822
C 1.590002 -0.698480 4.333357 -0.7 1.1 0.7 -1.225
C 2.545561 -1.154164 3.534817 0.7 -0.7 -1.2 -0.671
C 2.542504 -0.808525 2.137950 -0.4 0.6 1.2 0.706
C 3.450156 -1.383181 1.266367 0.4 0.7 -1.5 -0.822
C 3.498950 -0.907781 -0.030382 0.8 -1.3 -1.4 -0.778
C 2.663153 0.098404 -0.515313 -0.6 0.2 1.2 -1.184
C 1.691945 0.604269 0.338602 0.4 0.8 -0.4 -0.054
C 1.614313 0.174213 1.659733 -0.6 -1.2 0.8 0.159
H -3.275104 1.054355 3.362345 0.0 -0.5 -0.5 0.515
H -2.242013 -0.445562 3.374093 -0.6 0.9 -0.3 0.350
H -3.343115 -0.287901 2.055621 0.1 0.9 -0.1 0.214
H -3.273059 3.032793 0.861559 -0.8 -0.8 -0.1 0.528
H -3.620041 5.320602 0.724990 1.1 0.1 0.4 0.367
H -1.739636 6.880160 1.260444 0.0 -0.3 0.3 0.423
H 0.429781 5.990175 2.119652 -1.2 -0.5 0.1 0.377
H 0.584797 3.537909 2.581974 1.3 -0.2 0.4 0.625
H -0.173051 0.572939 4.443737 -0.4 -0.3 1.0 0.675
H 1.579133 -0.947312 5.364695 0.0 -0.2 0.8 0.498
H 3.324483 -1.788807 3.945939 0.0 -0.1 -0.3 0.531
H 4.171527 -2.130284 1.547116 0.0 -0.2 0.4 0.579
H 4.174729 -1.403637 -0.768879 -0.4 0.6 0.8 0.361
H 2.799298 0.519394 -1.483022 0.0 0.1 -0.7 0.699
H 1.145795 1.536097 0.128038 0.2 -0.3 -0.4 0.502
```
Positions in Å, forces in eV/Å.

Results
energy = -5503.89189 Ha
net charge = +2
spin multiplicity = 4
energy above the lowest of the compared OMol25 structures with the same formula, charge and spin = 29.1 kcal per mole
HOMO level (alpha / beta) = -12.76 / -13.80 eV